# 1
# C9H17N2

The ion C9H17N2 with charge +1 in a non-equilibrium geometry (wB97M-V/def2-TZVPD, the Open Molecules 2025 dataset).

Results
LUMO energy = -3.47 eV
energy = -12579.019 eV
SMILES = CN1C[C@@]2(C=CC2)[C@@](C)([NH3+])C1
energy above the lowest of the compared OMol25 structures with the same formula, charge and spin = 400.87 kJ/mol
Kohn-Sham gap = 9.0 eV
charge = +1

Each line ends with the Löwdin charge.
CARTESIAN COORDINATES (ANGSTROEM)
C  3.0252  1.0545  -0.1580  -0.11
N  1.7273  0.5266  0.2529  -0.22
C  0.6149  1.4515  0.1250  -0.07
C  -0.7622  0.4594  0.0566  -0.33
C  -1.7141  0.9251  -1.0410  -0.03
C  -2.6737  1.2337  -0.1596  -0.01
C  -1.9032  0.7181  1.0251  -0.12
C  -0.1644  -0.9582  0.0322  -0.42
C  -0.0819  -1.6592  1.3839  -0.01
N  -1.0004  -1.7938  -0.9198  0.23
C  1.2518  -0.6062  -0.5976  -0.11
H  3.0746  1.5418  -1.2418  0.12
H  3.3336  1.9869  0.4785  0.12
H  3.9312  0.4328  -0.1040  0.08
H  0.6282  1.8876  -0.8949  0.12
H  0.6091  2.1905  0.9164  0.12
H  -1.6907  1.0332  -2.1091  0.11
H  -3.6372  1.5391  -0.2224  0.08
H  -1.9104  1.4694  1.9145  0.16
H  -2.3594  -0.2386  1.4949  0.14
H  -0.9571  -2.0051  1.7914  0.04
H  0.3551  -0.8913  2.2461  0.18
H  0.6494  -2.5163  1.2229  0.11
H  -0.8520  -2.8227  -0.7451  0.19
H  -0.7714  -1.6698  -2.0078  0.23
H  -1.9408  -1.4699  -0.7305  0.14
H  2.0745  -1.4017  -0.3654  0.16
H  1.1438  -0.4174  -1.6433  0.11

***

# 2
# C28H52Br19ClN5O4P2S2

A structure of composition C28H52Br19ClN5O4P2S2 in a non-equilibrium geometry (wB97M-V/def2-TZVPD, the Open Molecules 2025 dataset).

Results
LUMO energy = -3.19 eV
energy = -1429089.214 eV
Kohn-Sham gap = 7.3 eV
charge = +1

Each line ends with the Löwdin charge.
CARTESIAN COORDINATES (ANGSTROEM)
C  6.8185  -3.4837  0.9051  -0.11
C  7.1581  -2.0122  1.2023  -0.23
C  7.0272  -1.0762  -0.0481  -0.19
C  6.1947  0.1852  0.2540  -0.21
N  4.7568  0.1122  -0.0346  -0.18
C  4.3701  0.6958  -1.3104  -0.18
C  2.9352  1.2659  -1.1315  -0.17
C  1.7983  0.3519  -1.5802  -0.16
C  0.4877  1.0592  -1.1475  -0.10
C  0.1064  0.7260  0.2867  -0.30
O  0.1271  -0.6544  0.5240  -0.10
C  -0.0515  -0.9228  1.8615  -0.70
Cl  -0.0936  -2.7154  1.9515  0.70
N  -1.3737  -0.4488  2.2823  0.10
C  -1.9332  0.0881  1.1131  -0.41
N  -2.9518  -0.3575  0.6023  -0.16
C  -3.7053  -1.4715  1.1794  -0.14
C  -4.9242  -0.8421  1.9356  -0.16
C  -6.2465  -1.5589  1.6361  -0.19
C  -6.5686  -1.6613  0.1390  -0.30
N  -7.9678  -2.0747  0.0255  0.02
P  -3.6084  0.3445  -0.9095  0.96
P  -3.7005  -1.2079  -2.4497  0.26
O  -5.0168  -1.2089  -3.0523  -0.32
O  -2.6428  -0.8086  -3.6315  -0.19
O  -3.2535  -2.6954  -1.9317  -0.14
N  -1.2803  1.1779  0.5241  -0.03
C  -1.3627  2.3373  1.4282  -0.17
C  -1.6410  3.6696  0.7180  -0.24
C  -1.4559  4.7777  1.7804  -0.59
Br  -3.0765  5.0496  2.8276  0.66
C  4.2034  -1.1398  0.2271  -1.02
S  4.0772  -2.3802  -0.8348  0.65
S  3.5126  -1.4954  1.8540  0.92
C  4.2795  -0.3849  3.0802  -0.45
C  3.3171  0.6607  3.6724  -0.32
C  3.2141  1.8783  2.7302  -0.13
H  5.8872  -3.7173  1.4149  0.05
H  6.6766  -3.6955  -0.1447  0.05
H  7.5556  -4.1524  1.3344  0.07
H  8.1498  -1.8856  1.6193  0.09
H  6.4546  -1.6080  1.9254  0.06
H  8.0426  -0.7249  -0.2335  0.09
H  6.7341  -1.6131  -0.9391  0.08
H  6.6080  0.9779  -0.3608  0.10
H  6.4243  0.4787  1.2752  0.04
H  4.4303  0.0283  -2.1674  0.11
H  4.9692  1.5622  -1.5610  0.12
H  2.8122  1.6366  -0.1194  0.09
H  2.8841  2.1527  -1.7674  0.12
H  1.7944  0.2489  -2.6564  0.12
H  1.8068  -0.6217  -1.1106  0.08
H  -0.3033  0.8846  -1.8673  0.11
H  0.6933  2.1300  -1.1678  0.12
H  0.8271  1.2058  0.9514  0.13
H  0.7352  -0.5399  2.4963  0.09
H  -1.3026  0.2461  3.0074  0.14
H  -3.1439  -2.0151  1.9238  0.11
H  -4.0384  -2.1819  0.4368  0.09
H  -5.0246  0.1916  1.6049  0.09
H  -4.7237  -0.7756  2.9994  0.11
H  -6.2456  -2.5226  2.1359  0.12
H  -7.0412  -0.9651  2.0744  0.11
H  -5.9224  -2.4038  -0.3466  0.10
H  -6.4172  -0.7303  -0.3972  0.08
H  -8.2680  -1.9022  -0.9133  0.04
H  -7.9859  -3.0548  0.2285  0.07
H  -2.6836  1.2943  -1.4173  -0.07
H  -2.5412  -1.5730  -4.1949  0.07
H  -2.5175  -2.5535  -1.3434  0.05
H  -2.2081  2.1629  2.1007  0.12
H  -0.4901  2.4499  2.0738  0.12
H  -0.9473  3.7903  -0.1035  0.11
H  -2.6780  3.7049  0.4102  0.09
H  -0.6423  4.4925  2.4371  0.05
H  -1.1469  5.6957  1.3063  0.06
H  5.1884  0.0768  2.7215  0.06
H  4.5777  -1.0190  3.9130  0.08
H  3.7477  0.9278  4.6600  0.03
H  2.3207  0.2756  3.8717  0.08
H  2.5464  1.5799  1.9213  0.03
H  2.7348  2.7210  3.2142  0.04
H  4.1805  2.1594  2.3369  0.04
C  8.8835  3.0354  2.3984  -1.61
Br  10.1789  4.1432  1.5004  0.60
Br  7.0785  3.4722  1.8628  0.58
Br  9.2597  1.1567  2.1650  0.63
H  8.9605  3.2458  3.4527  -0.03
C  -2.7792  -5.0045  -7.1333  -1.63
Br  -2.1614  -5.5513  -5.3819  0.57
Br  -4.4046  -3.9767  -7.0270  0.58
Br  -1.4071  -4.0832  -8.1258  0.57
H  -3.0082  -5.9083  -7.6750  -0.03
C  1.5727  -4.6925  -4.4576  -1.63
Br  1.9303  -3.6143  -6.0142  0.56
Br  1.9964  -6.5506  -4.7555  0.58
Br  2.4666  -4.0058  -2.8836  0.54
H  0.5112  -4.6359  -4.2783  -0.09
C  3.2409  3.9094  6.5565  -1.60
Br  4.5531  4.0001  5.1495  0.61
Br  1.7166  5.0401  6.2103  0.57
Br  2.7102  2.0895  6.9018  0.62
H  3.7156  4.2823  7.4497  -0.03
C  -6.3682  2.5308  -3.7124  -1.56
Br  -7.4128  2.2573  -2.1120  0.55
Br  -4.5368  1.9620  -3.4707  0.63
Br  -7.1750  1.7003  -5.2530  0.60
H  -6.3465  3.5920  -3.9001  -0.03
C  -11.5026  1.0223  -3.4387  -1.62
Br  -10.7522  2.7112  -4.0006  0.55
Br  -12.8098  0.3684  -4.6953  0.59
Br  -10.1320  -0.2941  -3.0848  0.54
H  -12.0182  1.2000  -2.5091  -0.03